Record 1
A structure of composition C36H49AsGeMoNS2Si in a non-equilibrium geometry. Source: the OMol25 dataset; level of theory: the ωB97M-V functional and the def2-TZVPD basis.

Last column: Mulliken charge in e.
CARTESIAN COORDINATES (ANGSTROEM)
H (-2.067, -3.020, -6.626)  0.359
C (0.770, 2.506, -3.688)  -0.472
C (2.823, 0.851, -1.781)  -1.066
C (2.457, 1.697, 1.684)  -1.423
H (-2.819, 2.652, -2.625)  0.304
H (-0.607, -1.613, 4.418)  0.264
H (-0.363, -6.320, 4.264)  0.351
C (-4.646, 2.105, -1.661)  -0.632
H (-0.926, 3.163, -0.838)  0.344
C (0.998, 4.822, -3.072)  -0.515
C (-1.080, -0.188, -5.033)  -0.543
C (1.998, 1.090, 3.015)  2.526
S (3.006, -1.842, 0.343)  -0.753
C (1.558, -3.898, 2.932)  -0.430
N (0.678, -3.342, 2.101)  0.089
H (1.699, 2.353, 1.239)  0.229
C (-3.308, 1.919, -1.990)  -0.630
H (1.448, 1.885, 4.995)  0.333
As (2.482, -1.065, -1.642)  1.131
H (3.266, -0.699, 2.874)  0.150
H (-1.415, 1.069, 5.069)  0.317
C (1.233, -4.978, 3.727)  -0.786
H (-2.341, -0.405, 1.756)  -0.219
H (3.371, 2.294, 1.839)  0.613
C (-1.420, 1.781, 4.234)  -1.902
H (-0.015, 5.394, -1.263)  0.420
H (-0.999, 1.660, 0.801)  -0.202
H (-3.328, 0.739, 2.681)  0.488
H (4.068, 0.720, 3.558)  0.516
Si (0.406, -0.007, 2.779)  1.650
C (1.670, -2.346, -2.879)  -0.945
C (1.283, 3.774, -3.938)  -0.776
H (1.401, 5.811, -3.260)  0.362
H (3.775, 0.973, -1.273)  0.653
C (-0.045, 2.249, -2.582)  -0.334
H (-0.423, 2.897, 1.927)  0.266
H (2.936, 1.118, -2.830)  0.446
C (-2.397, 0.148, 2.687)  -1.609
C (0.319, -1.025, 4.388)  -1.482
C (-1.803, -2.352, -5.814)  -0.494
H (4.527, -2.503, -2.337)  0.397
C (0.350, -0.481, -0.835)  2.770
H (-2.170, 2.641, 1.709)  0.656
C (-1.855, -2.793, -4.496)  -0.774
H (-1.542, -2.307, -2.439)  0.399
H (-1.390, -0.685, -7.101)  0.395
Mo (0.603, -1.541, 0.692)  -2.647
C (0.204, 4.589, -1.957)  -0.853
C (-0.976, -4.912, 2.781)  -0.823
C (-0.568, -3.828, 1.988)  0.712
H (1.048, 1.702, -4.358)  0.470
H (1.914, 3.938, -4.804)  0.384
H (-2.163, -3.809, -4.271)  0.417
H (2.543, -3.448, 2.945)  0.474
S (-1.500, -2.984, 0.790)  -0.714
H (-5.179, 2.972, -2.035)  0.410
H (0.340, -0.378, 5.277)  0.367
H (-2.741, -0.970, -0.339)  -0.133
H (-2.411, 2.263, 4.227)  0.519
C (1.850, 2.227, 4.033)  -2.125
H (2.049, 1.437, -1.307)  -0.070
H (-0.685, 2.557, 4.450)  0.324
H (0.681, -2.597, -2.524)  0.032
C (4.299, -1.446, -2.461)  -1.514
H (-5.103, -0.656, 0.249)  0.406
C (-1.194, 2.130, 1.769)  -2.005
Ge (-0.745, 0.474, -2.096)  0.546
H (2.682, 0.918, 0.957)  -0.290
H (1.617, -1.927, -3.885)  0.369
H (1.970, -5.406, 4.392)  0.403
H (-0.822, 0.835, -5.277)  0.307
H (-2.476, -0.592, 3.493)  0.406
C (-2.594, 0.816, -1.515)  0.833
C (-1.511, -1.935, -3.462)  -0.417
H (1.151, -1.730, 4.475)  0.255
H (2.910, -0.196, 4.541)  0.349
C (-0.067, -5.477, 3.646)  -0.221
C (-1.102, -0.618, -3.706)  0.644
C (-3.270, -0.106, -0.719)  -0.140
H (2.337, -3.205, -2.870)  0.532
H (-1.989, -5.280, 2.691)  0.435
C (-1.419, -1.046, -6.079)  -0.664
H (5.070, -0.860, -1.964)  0.412
C (3.116, 0.166, 3.527)  -1.932
C (-0.310, 3.319, -1.720)  -0.044
H (2.837, 2.675, 4.228)  0.519
C (-4.608, 0.071, -0.387)  -0.431
C (-1.195, 1.081, 2.886)  2.541
H (1.204, 3.028, 3.661)  0.330
H (-6.342, 1.326, -0.591)  0.351
H (4.285, -1.200, -3.528)  0.379
C (-5.300, 1.180, -0.854)  -0.548

orbital gap (spin up / spin down): 0.2007 / 0.2648 Eh
molecular weight: 831.49 g mol⁻¹
spin multiplicity: 3
energy above the lowest of the compared OMol25 structures with the same formula, charge and spin: 24.9 kcal per mole
net charge: -1
LUMO (spin up / spin down): 2.611 / 2.613 eV
total energy: -188376.319 eV


Record 2
A structure of composition C16H37BrFNO4S in a non-equilibrium geometry. Source: the OMol25 dataset; level of theory: the ωB97M-V functional and the def2-TZVPD basis.

Last column: Mulliken charge in e.
CARTESIAN COORDINATES (ANGSTROEM)
C (1.903, -0.344, -5.631)  -1.072
C (0.844, -0.669, 1.343)  -1.037
H (0.117, -0.692, 2.152)  0.290
O (-5.789, -1.897, 0.391)  -0.549
H (-4.586, 1.005, -0.143)  0.346
H (6.754, -2.622, 1.238)  0.321
H (-0.856, 1.957, -4.038)  0.335
C (-1.664, 0.140, -4.835)  -1.112
C (-0.500, 1.086, -4.588)  -0.330
H (6.114, 0.047, 4.137)  0.312
C (4.563, -1.064, 3.127)  -0.030
H (5.877, -1.573, 4.785)  0.292
H (2.506, -1.209, -5.911)  0.390
H (-0.849, 3.235, 0.693)  0.406
H (-0.731, 1.957, 1.920)  0.326
C (-3.467, 2.387, 1.079)  -0.591
H (1.751, -1.187, 1.637)  0.213
H (6.933, -2.369, 2.964)  0.301
C (1.224, 0.753, 0.940)  -0.633
H (-2.368, 1.650, -0.588)  0.333
H (6.102, -4.681, 2.377)  0.393
C (-2.288, 1.613, 0.499)  -0.797
H (4.942, -3.828, 3.392)  0.271
H (1.904, -0.909, -3.565)  0.324
O (-6.854, 0.002, -0.612)  -0.528
S (-6.600, -0.762, 0.547)  1.136
H (3.848, -1.867, 3.340)  0.283
H (4.699, -0.314, 5.144)  0.415
H (-5.646, 2.139, 2.331)  0.608
C (1.178, -0.609, -4.322)  -0.331
H (-3.537, 2.219, 2.150)  0.389
O (0.527, 0.529, -3.790)  -0.390
H (0.697, 2.198, -0.536)  0.286
C (6.195, -2.537, 2.170)  -0.290
H (-2.386, 0.566, 0.785)  0.371
H (-1.378, -0.694, -5.478)  0.286
Br (-6.681, -0.139, 3.437)  0.013
O (5.367, -1.400, 2.012)  -0.407
H (-0.292, 0.729, -0.610)  0.294
H (2.156, 0.690, 0.378)  0.420
H (-3.363, 3.446, 0.858)  0.296
H (-0.093, 1.457, -5.536)  0.319
H (0.402, -1.219, 0.515)  0.324
H (2.556, 0.525, -5.537)  0.300
H (-2.484, 0.668, -5.321)  0.403
H (-6.867, 2.018, 1.109)  0.392
H (3.978, -0.197, 2.819)  0.193
H (-5.131, 2.663, -0.316)  0.420
H (-2.024, -0.278, -3.894)  0.294
H (1.444, 1.352, 1.821)  0.333
F (-7.953, -1.241, 1.117)  -0.188
H (1.206, -0.148, -6.447)  0.263
C (5.360, -0.706, 4.371)  -1.277
C (5.427, -3.825, 2.415)  -1.056
H (0.473, -1.441, -4.430)  0.314
C (-5.896, 1.630, 1.408)  -1.019
C (-4.777, 1.926, 0.396)  -0.453
C (-0.921, 2.166, 0.868)  -0.770
H (4.651, -3.956, 1.660)  0.287
C (0.193, 1.438, 0.053)  -0.475
N (-5.908, 0.188, 1.750)  -0.157

orbital gap: 0.3390 Eh
molecular weight: 438.44 g mol⁻¹
net charge: 0
LUMO: -0.437 eV
total energy: -110464.834 eV


Record 3
The molecule C5H16N3P in a non-equilibrium geometry. Source: the OMol25 dataset; level of theory: the ωB97M-V functional and the def2-TZVPD basis.

Last column: Mulliken charge in e.
CARTESIAN COORDINATES (ANGSTROEM)
H (-0.171, -2.361, -3.427)  0.353
C (0.021, -1.491, -1.070)  -0.553
C (0.888, -2.089, -3.377)  -1.106
H (-0.942, -1.075, -1.341)  0.342
H (-1.260, 2.830, 0.504)  0.244
H (2.130, -1.811, -1.548)  0.342
C (-1.740, 1.828, 2.771)  -1.347
H (0.313, 3.128, 0.500)  0.255
H (1.331, -3.029, -3.404)  0.321
P (-0.328, 1.487, 1.799)  0.766
H (-1.927, 2.821, 3.135)  0.438
H (1.539, -0.331, -2.118)  0.308
H (-2.636, 1.639, 2.298)  0.499
H (-0.069, -2.536, -0.670)  0.159
H (1.092, -1.496, -4.369)  0.277
N (0.953, 1.449, 2.765)  -0.774
C (0.277, -0.677, 0.190)  -0.478
C (1.200, -1.402, -1.979)  -0.419
H (0.895, 0.093, -0.233)  0.291
N (-0.362, 2.431, 0.502)  -0.514
N (-0.873, -0.180, 0.925)  -0.592
H (-1.038, -0.715, 1.797)  0.333
H (1.792, 1.273, 2.269)  0.232
H (0.898, -1.250, 1.005)  0.241
H (-1.880, 1.251, 3.668)  0.382

orbital gap: 0.3417 Eh
SMILES: CCCCN[P@@](C)(=N)N
molecular weight: 149.18 g mol⁻¹
energy above the lowest of the compared OMol25 structures with the same formula, charge and spin: 0.5 kcal per mole
net charge: 0
LUMO: 0.826 eV
total energy: -19202.459 eV